The following is a DFT calculation (ωB97M-V/def2-TZVPD) of a cluster of 12 separate species, C21H65N8O19 in total.

Output
E = -2706.87706 a.u.
charge = -1

XYZ file:
```
113
Properties=species:S:1:pos:R:3:forces:R:3:lowdin_charge:R:1
C 0.3354 0.5235 -0.8722 -0.038 0.880 2.099 -0.05
C 1.2416 0.0592 -1.9807 -1.717 1.059 0.315 -0.57
C 1.5432 1.1910 -2.9323 0.296 -0.671 0.105 -0.03
O 2.3239 -0.6173 -1.5004 0.669 -0.131 0.498 -0.25
H 0.9469 0.9834 -0.0153 -0.834 -0.683 -1.044 0.09
H -0.2901 -0.2881 -0.4693 0.372 0.053 0.163 0.07
H -0.3816 1.2902 -1.1722 0.038 0.049 -0.284 0.06
H 0.5995 -0.6059 -2.5503 -0.169 -0.537 -0.615 0.11
H 2.1377 0.6986 -3.6477 1.259 -0.067 -1.293 0.07
H 2.0152 2.0765 -2.5709 0.677 0.417 0.730 0.08
H 0.6845 1.5088 -3.4562 -1.362 0.298 -0.466 0.05
C -4.8123 -2.8009 -1.0508 -0.018 -0.958 -0.414 -0.24
C -4.9164 -1.6711 -0.0401 -2.688 0.373 -0.524 -0.20
O -5.3200 -0.4090 -0.6676 1.094 -2.665 0.751 -0.11
O -3.5999 -2.6649 -1.7913 -0.186 0.859 0.041 -0.08
H -5.6135 -2.8745 -1.8519 0.278 0.549 1.394 0.13
H -4.8571 -3.7748 -0.4701 0.276 0.911 -0.624 0.13
H -4.0160 -1.5317 0.5395 0.459 -0.196 -0.005 0.11
H -5.7362 -2.0186 0.6663 0.730 0.637 -0.487 0.12
H -4.7274 0.2475 -0.2633 -0.346 0.432 0.005 0.03
H -3.1636 -3.4981 -1.8508 0.649 -0.935 0.007 0.04
C -5.7497 2.9131 -0.5500 -0.908 -1.167 0.893 -0.20
C -5.0295 2.6046 0.7418 -1.308 1.282 -0.261 -0.27
O -4.0613 1.6393 0.5089 0.316 0.214 -0.628 -0.07
O -6.5927 1.7437 -0.8234 0.332 2.712 0.637 -0.06
H -5.0333 3.2210 -1.3106 0.003 -0.591 -0.475 0.11
H -6.3727 3.7818 -0.3876 -0.466 0.261 0.061 0.10
H -5.7972 2.3108 1.4865 0.440 -0.209 -0.266 0.14
H -4.6183 3.5575 1.1025 0.388 -0.091 0.127 0.11
H -3.6723 1.5247 1.3799 0.661 -0.666 0.832 0.03
H -6.3135 1.4193 -1.6579 0.435 -0.936 -1.306 0.02
C 3.9093 1.8902 3.5314 0.587 1.447 0.317 -0.25
C 3.6508 2.5510 4.8713 0.530 -0.671 -0.309 -0.28
O 3.3995 3.9025 4.7484 -0.242 1.648 -0.069 -0.05
O 2.8260 2.2020 2.6875 -0.281 -0.510 -0.235 -0.11
H 4.0937 0.8140 3.6650 -0.080 0.216 -0.214 0.12
H 4.8179 2.4478 3.1618 -0.446 -0.925 0.029 0.13
H 4.5914 2.4978 5.3992 0.293 -0.179 0.494 0.12
H 2.9019 2.0513 5.4622 -0.586 -0.396 0.173 0.11
H 2.6313 4.1176 4.2002 0.134 -0.546 0.111 0.09
H 2.8698 1.5640 1.9409 -0.313 0.068 -0.038 0.03
C 3.7903 -2.7707 -2.9996 0.496 -1.895 -0.416 -0.27
C 4.7880 -1.8485 -2.3650 2.109 -1.396 1.188 -0.30
O 4.6536 -0.5001 -2.5930 -1.434 1.142 0.343 -0.10
O 2.6108 -2.9210 -2.2763 -1.325 0.776 0.433 -0.18
H 4.1853 -3.8368 -3.0519 0.149 1.268 -0.054 0.14
H 3.6181 -2.4555 -4.0206 -0.235 0.200 -0.522 0.11
H 5.8045 -1.9936 -2.7372 0.035 -0.975 -0.087 0.12
H 4.8144 -2.1638 -1.2650 0.006 0.726 -0.912 0.11
H 3.7250 -0.3402 -2.2419 0.002 0.449 -0.114 0.04
H 2.2540 -1.9351 -2.0740 1.004 -0.858 0.301 0.04
C -2.4619 1.2156 -3.5873 -0.932 -1.809 -0.889 -0.25
C -3.9160 0.9937 -4.1006 0.190 -2.337 -0.213 -0.22
O -4.8631 0.5234 -3.1451 0.441 0.922 0.549 -0.09
O -2.3804 2.2524 -2.6427 -0.406 -0.186 0.312 -0.07
H -1.8826 1.4645 -4.4892 0.072 0.225 0.456 0.12
H -2.0831 0.2096 -3.2443 -0.059 0.966 0.184 0.12
H -4.0741 0.1994 -4.8921 1.343 1.063 0.070 0.13
H -4.2259 1.9196 -4.4843 -0.872 1.317 -0.443 0.09
H -4.4883 -0.2701 -2.7376 -0.300 0.056 0.318 0.07
H -3.0482 2.0777 -1.9491 0.457 -0.021 -0.268 0.07
C -1.0954 -3.7975 -4.3574 -0.795 -0.766 0.529 -0.28
C -0.5770 -3.2908 -3.0597 1.206 -0.983 1.539 -0.25
O -0.6722 -4.2744 -2.0076 -0.883 -0.488 -0.693 -0.07
O -0.7607 -2.8106 -5.2683 -0.209 1.368 -1.794 -0.06
H -2.1852 -3.8924 -4.2361 0.122 -0.423 -0.402 0.12
H -0.6059 -4.7484 -4.6461 -0.454 0.206 0.316 0.13
H -1.1556 -2.4618 -2.6698 0.205 0.773 -0.600 0.10
H 0.5060 -3.1480 -3.1726 -0.391 0.863 -0.169 0.11
H 0.0897 -4.1071 -1.4705 0.602 -0.141 0.710 0.04
H -1.4905 -2.5863 -5.8722 0.473 -0.347 0.540 0.10
C 5.0712 1.6332 0.3266 1.180 -1.846 -1.138 -0.21
C 4.5349 0.2436 0.7953 0.398 1.242 -0.850 -0.21
O 3.1307 0.1946 0.9787 0.574 -0.073 -0.174 -0.12
O 4.9174 1.9016 -1.0694 -0.006 -0.250 0.207 -0.08
H 6.1565 1.6062 0.6186 -0.547 0.175 -0.343 0.12
H 4.6284 2.4485 0.8492 -0.546 0.532 0.439 0.09
H 5.0665 0.0666 1.6987 0.047 -0.386 1.187 0.09
H 4.8468 -0.5497 0.1095 -0.006 0.199 -0.145 0.10
H 2.8263 0.0020 0.0600 -0.816 -0.303 -0.250 0.05
H 5.0985 1.1080 -1.6267 -0.115 0.352 0.707 0.06
C 2.1508 -3.3826 1.4547 -0.141 0.852 -2.639 -0.69
O 2.1113 -3.8666 2.5591 0.093 -0.489 1.735 0.01
N 1.0407 -2.8692 0.8203 1.576 0.493 -2.226 0.17
N 3.2796 -3.2760 0.6810 -0.312 0.216 -2.122 0.16
H 0.2089 -2.8618 1.3389 -1.082 0.276 0.505 0.08
H 1.1484 -2.3192 -0.0909 -0.230 -0.908 2.123 0.12
H 4.1039 -3.7510 0.9824 0.131 -0.261 0.338 0.09
H 3.1682 -3.1947 -0.3926 0.000 -0.043 2.104 0.10
C -0.4823 4.4016 1.9392 -0.152 -0.862 -0.728 -0.68
O -0.5779 4.4929 3.1530 -0.243 0.222 0.232 0.00
N -1.5270 4.7077 1.0836 -0.759 0.200 1.421 0.15
N 0.6237 3.8794 1.3372 -0.032 0.344 -0.158 0.17
H -1.4989 4.8358 0.1009 0.444 -0.173 -0.550 0.08
H -2.4333 4.8380 1.5273 0.616 0.073 -0.180 0.10
H 1.3414 3.5223 1.9690 -0.199 -0.057 -0.541 0.07
H 0.5198 3.5205 0.3930 0.361 -0.025 0.493 0.10
C -2.5202 0.6409 3.4979 -2.460 -0.508 -1.156 -0.61
O -3.5509 1.1934 3.0100 0.994 -1.301 0.996 -0.04
N -1.3890 1.3403 3.5157 1.159 -0.642 0.831 0.20
N -2.5218 -0.6905 3.9002 -1.889 1.196 -0.343 0.15
H -1.5720 2.3126 3.5306 0.155 1.186 -0.189 0.08
H -0.7371 1.0291 4.2151 0.540 -0.046 0.156 0.08
H -1.7531 -0.9961 4.5077 -0.655 -0.101 -0.186 0.07
H -3.5413 -1.0178 3.9430 2.563 0.274 0.278 0.14
C 1.2134 -1.1199 4.5474 -0.545 -0.009 -1.068 -0.64
O 0.3214 -0.8058 5.3406 0.208 0.601 -0.342 -0.01
N 2.2067 -1.9911 4.8734 0.253 -1.391 0.377 0.14
N 1.2651 -0.6951 3.2319 -0.968 0.052 1.487 0.19
H 2.3535 -2.7415 4.1727 0.103 0.657 0.188 0.07
H 1.9896 -2.3997 5.7745 0.133 -0.022 -0.036 0.10
H 1.0082 0.2574 3.0957 -0.510 0.545 -0.261 0.07
H 2.0547 -0.9285 2.6935 1.137 -0.321 -0.614 0.05
```
Positions in Å, forces in eV/Å.